Record 1
Molecular formula: C53H49KN11O4Se
Method: DFT, ωB97M-V with the def2-TZVPD basis set

Values from the calculation:
ΔE to the lowest compared entry with this formula, charge and spin: 2.580 eV
LUMO energy: 0.98 eV
Maximum force: 3.5 eV/Å
DFT total energy: -5953.6647 a.u.
Total charge: -1
Spin multiplicity: 1

Structure (XYZ):
```
119
Properties=species:S:1:pos:R:3:mulliken_charge:R:1
K -0.623 -1.369 0.246 1.20
C 5.892 -3.756 3.387 -1.77
C 4.888 -3.409 2.343 0.48
C 5.031 -2.416 1.454 -0.06
C 3.920 -2.106 0.534 0.34
C 3.952 -1.151 -0.476 -0.76
N 4.810 -0.242 -0.815 0.44
C 5.962 0.123 -0.057 -1.43
C 5.701 0.757 1.308 0.72
C 4.925 1.985 1.204 -1.55
N 3.530 1.798 0.918 0.27
C 2.515 1.217 1.566 -0.73
C 2.438 0.629 2.836 0.62
C 3.452 0.549 3.835 -0.19
C 3.291 -0.262 4.866 1.25
C 4.364 -0.491 5.876 -2.32
C 2.127 -1.106 5.013 -0.91
C 1.154 -1.105 4.077 1.56
C 0.083 -2.059 4.345 -1.20
N -0.764 -2.419 3.459 0.10
C -1.734 -3.475 3.723 -0.85
C -1.164 -4.887 3.608 -0.26
C -0.879 -5.326 2.222 -0.96
N 0.106 -4.523 1.561 -0.17
C 1.248 -4.501 2.041 -0.73
C 2.448 -3.698 1.683 1.54
C 3.594 -4.095 2.418 -0.91
C 2.577 -2.770 0.607 0.09
O 1.728 -2.614 -0.264 -0.88
C 1.178 -0.127 2.964 -0.69
O 0.247 0.011 2.163 -0.85
H 6.339 -2.873 3.934 0.31
H 6.745 -4.382 3.056 0.34
H 5.487 -4.436 4.142 0.37
H 5.976 -1.922 1.355 0.31
H 3.040 -1.217 -1.071 0.61
H 4.611 0.353 -1.625 0.18
H 6.540 0.838 -0.748 0.39
H 6.587 -0.745 0.110 0.43
H 6.653 0.926 1.791 0.45
H 5.108 -0.021 1.961 -0.25
H 5.340 2.576 0.431 0.62
H 4.978 2.597 2.118 0.40
H 3.243 2.143 -0.005 0.25
H 1.590 1.205 1.007 0.52
H 4.420 1.087 3.702 0.24
H 5.304 0.034 5.822 0.36
H 4.505 -1.566 5.984 0.40
H 3.935 -0.148 6.773 0.53
H 2.068 -1.735 5.885 0.47
H -0.033 -2.531 5.350 0.31
H -2.520 -3.391 2.910 0.16
H -2.358 -3.292 4.601 0.41
H -1.850 -5.613 4.113 0.41
H -0.230 -4.933 4.178 0.21
H -1.759 -5.411 1.576 0.44
H -0.550 -6.335 2.265 0.39
H 1.447 -5.132 2.964 0.07
H 3.340 -4.788 3.211 0.31
C -2.073 -0.637 -6.144 -0.68
O -3.292 -1.268 -6.654 -0.48
C -4.341 -1.334 -5.833 0.67
C -4.610 -0.432 -4.834 -0.28
C -5.666 -0.611 -3.976 -0.03
C -6.592 -1.587 -4.186 -0.21
C -6.397 -2.427 -5.217 -0.12
C -5.350 -2.287 -6.121 -0.82
N -7.700 -1.731 -3.361 -0.64
N -7.693 -1.644 -2.101 -0.54
C -6.533 -1.581 -1.288 0.40
C -6.646 -0.737 -0.158 -0.54
C -5.506 -0.276 0.434 -0.75
C -4.202 -0.830 0.093 0.30
O -3.163 -0.256 0.511 -0.72
C -4.163 -1.933 -0.830 -0.07
N -2.981 -2.518 -1.096 -0.03
C -3.000 -3.518 -2.000 -0.56
C -4.180 -3.985 -2.593 -0.70
C -5.356 -3.306 -2.414 -0.53
C -5.350 -2.284 -1.536 0.53
H -1.324 -0.910 -6.892 0.25
H -1.865 -1.083 -5.159 0.29
H -2.271 0.468 -6.021 0.28
H -3.821 0.227 -4.475 0.34
H -5.911 0.112 -3.259 0.46
H -7.195 -3.128 -5.394 0.40
H -5.267 -2.964 -6.942 0.41
H -7.603 -0.298 0.152 0.36
H -5.549 0.457 1.224 0.48
H -2.033 -4.041 -2.119 0.54
H -4.207 -4.800 -3.350 0.33
H -6.261 -3.706 -2.882 0.58
Se 6.657 1.293 -4.463 -0.38
C 5.607 1.986 -3.116 0.08
N 4.951 2.342 -2.223 -0.68
N -2.175 6.564 -1.322 -0.16
C -1.727 7.886 -1.359 0.43
C -2.289 9.058 -1.705 -0.69
C -1.565 10.226 -1.737 -0.42
C -0.236 10.202 -1.319 -0.47
C 0.337 8.977 -0.984 -0.71
C -0.398 7.823 -1.020 0.56
N 0.006 6.498 -0.759 -0.68
C -1.051 5.817 -0.997 0.20
C -0.923 4.313 -0.994 0.83
C 0.275 3.790 -1.419 -0.57
C 0.400 2.452 -1.443 -0.86
N -0.617 1.591 -1.251 -0.32
C -1.762 2.068 -0.823 0.11
C -1.963 3.447 -0.657 -0.94
H -2.881 6.185 -1.929 0.28
H -3.356 9.119 -1.891 0.36
H -1.891 11.189 -2.121 0.36
H 0.412 11.090 -1.331 0.34
H 1.384 8.866 -0.833 0.42
H 1.086 4.485 -1.665 0.52
H 1.409 2.023 -1.637 0.68
H -2.591 1.362 -0.642 0.26
H -2.951 3.743 -0.375 0.50
```

Record 2
Molecular formula: C53H53BIMoN5OPSTe
Method: DFT, ωB97M-V with the def2-TZVPD basis set

Values from the calculation:
ΔE to the lowest compared entry with this formula, charge and spin: 1.748 eV
LUMO energy (spin up / spin down): -6.13 / -6.69 eV
Maximum force: 2.1 eV/Å
DFT total energy: -3798.2305 a.u.
Total charge: +2
Spin multiplicity: 4

Structure (XYZ):
```
118
Properties=species:S:1:pos:R:3:lowdin_spin:R:1
Mo -0.374 0.432 1.831 1.77
I -0.651 2.818 3.645 -0.02
C -2.333 3.996 3.245 0.00
C -2.974 4.443 4.361 0.00
C -3.981 5.418 4.240 0.00
C -4.248 5.941 3.014 0.00
C -3.570 5.491 1.854 0.00
C -3.817 6.133 0.623 0.00
C -3.146 5.754 -0.498 0.00
C -2.281 4.650 -0.445 0.00
C -2.020 3.958 0.720 0.00
P -1.239 2.286 0.360 0.02
C -2.762 1.561 -0.361 0.01
C -3.572 0.867 0.543 0.01
C -4.773 0.308 0.133 0.01
C -5.179 0.442 -1.188 0.00
C -4.393 1.152 -2.087 0.00
C -3.192 1.717 -1.677 0.00
C -0.052 2.788 -0.928 0.01
C 0.847 3.793 -0.567 0.00
C 1.765 4.274 -1.489 0.00
C 1.792 3.758 -2.778 0.00
C 0.924 2.734 -3.131 0.00
C 0.012 2.241 -2.205 0.00
C -2.612 4.432 1.930 0.00
H -2.695 4.075 5.340 0.00
H -4.496 5.769 5.125 0.00
H -4.978 6.734 2.902 0.00
H -4.532 6.946 0.595 0.00
H -3.296 6.268 -1.438 0.00
H -1.834 4.332 -1.373 0.00
H -3.269 0.763 1.578 0.01
H -5.393 -0.225 0.843 0.00
H -6.113 0.002 -1.516 0.00
H -4.718 1.278 -3.113 0.00
H -2.606 2.279 -2.391 0.00
H 0.816 4.214 0.432 0.00
H 2.456 5.058 -1.201 0.00
H 2.490 4.153 -3.507 0.00
H 0.945 2.320 -4.133 0.00
H -0.671 1.460 -2.512 0.00
B -2.153 -2.819 2.502 0.03
N -1.610 -1.938 3.643 0.01
C -1.715 -2.325 4.908 0.00
C -1.327 -1.287 5.740 0.00
C -0.978 -0.278 4.876 0.01
N -1.148 -0.659 3.584 0.02
N -1.730 -2.314 1.099 0.22
C -2.203 -2.987 0.034 -0.02
C -1.981 -2.278 -1.105 0.14
C -1.230 -1.133 -0.702 0.01
N -1.193 -1.136 0.715 0.11
H -3.364 -2.776 2.519 0.02
H -1.742 -3.945 2.635 0.01
H -2.081 -3.314 5.145 0.00
H -1.298 -1.275 6.817 0.00
H -0.600 0.684 5.149 0.00
H -2.688 -3.943 0.176 0.00
H -2.244 -2.565 -2.108 0.01
H -1.394 -0.162 -1.141 0.01
C 3.061 0.934 4.793 0.00
S 2.177 -0.544 4.240 0.01
C 3.519 -1.745 4.402 0.00
H 3.143 0.932 5.878 0.00
H 2.504 1.811 4.465 0.00
H 4.055 0.957 4.347 0.00
H 4.312 -1.536 3.684 0.00
H 3.100 -2.733 4.216 0.00
H 3.912 -1.709 5.417 0.00
C 0.121 -4.342 -7.384 0.00
C 0.291 -3.662 -6.054 0.00
C 1.356 -3.976 -5.215 0.00
C 1.524 -3.383 -3.971 0.01
C 2.767 -3.757 -3.188 0.01
C 0.556 -2.451 -3.527 0.02
Te 1.012 -1.406 -1.682 0.33
N 1.009 0.163 0.375 0.02
C 1.867 1.026 0.875 0.05
O 1.412 1.620 1.949 0.05
C 3.240 1.336 0.440 0.00
C 4.112 1.865 1.393 0.01
C 5.440 2.101 1.072 0.00
C 5.898 1.837 -0.213 0.01
C 5.022 1.353 -1.178 0.00
C 3.700 1.099 -0.852 0.01
C 1.265 -3.164 -0.520 0.01
C 0.484 -4.270 -0.857 0.01
C 0.516 -5.412 -0.078 0.00
C 1.328 -5.447 1.049 0.01
C 2.145 -4.370 1.344 0.00
C 2.158 -3.216 0.556 0.01
C 3.186 -2.155 0.855 0.01
C -0.468 -2.054 -4.397 0.00
C -1.428 -0.914 -4.127 0.00
C -0.596 -2.685 -5.631 0.00
H 1.071 -4.724 -7.759 0.00
H -0.301 -3.664 -8.126 0.00
H -0.561 -5.192 -7.291 0.00
H 2.099 -4.691 -5.552 0.00
H 3.469 -4.279 -3.836 0.00
H 2.543 -4.412 -2.347 0.00
H 3.285 -2.877 -2.798 0.01
H 3.734 2.088 2.381 0.00
H 6.117 2.490 1.822 0.00
H 6.936 2.021 -0.467 0.00
H 5.372 1.178 -2.188 0.00
H 3.021 0.750 -1.613 0.01
H -0.120 -4.253 -1.755 0.00
H -0.081 -6.273 -0.353 0.00
H 1.356 -6.335 1.671 0.00
H 2.827 -4.430 2.186 0.00
H 4.142 -2.624 1.090 0.00
H 2.892 -1.540 1.708 0.00
H 3.345 -1.496 0.006 0.01
H -1.224 -0.402 -3.192 0.00
H -2.467 -1.253 -4.106 0.00
H -1.355 -0.175 -4.928 0.00
H -1.401 -2.373 -6.293 0.00
```

Record 3
Molecular formula: C53H54AsN7RhSSe
Method: DFT, ωB97M-V with the def2-TZVPD basis set

Values from the calculation:
ΔE to the lowest compared entry with this formula, charge and spin: 0.000 eV
LUMO energy (spin up / spin down): -2.42 / -3.99 eV
Maximum force: 0.5 eV/Å
DFT total energy: -7581.1355 a.u.
Total charge: +1
Spin multiplicity: 5

Structure (XYZ):
```
118
Properties=species:S:1:pos:R:3:lowdin_spin:R:1
Rh -0.333 -0.044 1.024 2.25
C 3.854 1.828 0.471 0.00
C 2.469 1.281 0.335 0.01
N 1.893 0.535 1.210 0.07
N 2.641 0.117 2.270 0.01
C 1.911 -0.347 3.261 0.03
N 2.588 -0.900 4.286 0.02
S 0.189 -0.232 3.424 0.21
C 1.675 1.581 -0.876 0.00
C 2.261 2.242 -1.956 0.00
C 1.498 2.548 -3.066 0.00
C 0.159 2.190 -3.072 0.00
C -0.341 1.511 -1.975 0.01
N 0.388 1.194 -0.905 0.07
H 4.187 1.719 1.498 0.00
H 3.867 2.883 0.195 0.00
H 4.562 1.301 -0.174 0.00
H 3.593 -0.906 4.259 0.00
H 2.105 -1.168 5.123 0.00
H 3.304 2.518 -1.915 0.00
H 1.940 3.059 -3.911 0.00
H -0.487 2.417 -3.908 0.00
H -1.374 1.196 -1.958 0.00
C -5.459 4.279 0.256 0.00
C -4.294 5.019 0.122 0.00
C -3.073 4.476 0.500 0.01
C -3.019 3.185 1.009 0.02
C -4.189 2.440 1.133 0.00
C -5.408 2.989 0.764 0.00
As -1.370 2.351 1.609 0.06
C -1.448 2.683 3.508 0.00
C -2.270 2.071 4.437 0.00
C -2.123 2.390 5.779 0.00
C -1.146 3.296 6.178 0.00
C -0.321 3.902 5.244 0.00
C -0.473 3.604 3.895 0.00
C 0.306 4.195 2.782 0.00
C 1.313 5.145 2.910 0.00
C 1.933 5.653 1.778 0.00
C 1.557 5.224 0.510 0.00
C 0.564 4.264 0.371 0.00
C -0.053 3.753 1.502 0.01
H -6.409 4.709 -0.033 0.00
H -4.334 6.027 -0.270 0.00
H -2.169 5.067 0.410 0.00
H -4.152 1.427 1.521 0.00
H -6.316 2.410 0.871 0.00
H -3.015 1.347 4.129 0.00
H -2.764 1.927 6.517 0.00
H -1.030 3.532 7.227 0.00
H 0.431 4.608 5.571 0.00
H 1.612 5.496 3.888 0.00
H 2.711 6.397 1.885 0.00
H 2.034 5.642 -0.367 0.00
H 0.271 3.930 -0.618 0.00
C -4.664 -1.227 -2.315 0.10
C -4.582 -2.352 -1.502 -0.01
C -3.861 -2.314 -0.324 0.09
C -3.174 -1.143 0.047 0.03
C -3.257 -0.020 -0.788 0.08
C -4.007 -0.057 -1.946 -0.01
N -2.361 -1.097 1.162 0.53
C -2.779 -1.872 2.249 0.04
C -4.099 -1.769 2.709 0.06
C -4.504 -2.488 3.818 -0.01
C -3.611 -3.339 4.459 0.06
C -2.309 -3.460 3.991 0.00
C -1.883 -2.718 2.903 0.06
H -5.247 -1.258 -3.226 0.01
H -5.085 -3.266 -1.789 0.00
H -3.775 -3.197 0.295 0.00
H -2.773 0.894 -0.467 0.00
H -4.095 0.832 -2.558 0.00
H -4.789 -1.107 2.201 0.00
H -5.518 -2.389 4.180 0.00
H -3.931 -3.909 5.321 0.00
H -1.616 -4.130 4.481 0.00
H -0.868 -2.806 2.543 0.00
C -0.818 -5.478 -3.775 0.00
C -0.427 -4.265 -2.943 0.00
C -0.654 -2.963 -3.701 0.00
C -0.376 -1.711 -2.883 0.00
N 1.027 -1.579 -2.505 0.01
C 1.572 -1.874 -1.305 0.02
Se 0.649 -2.430 0.206 0.09
N 2.905 -1.676 -1.386 0.01
C 3.879 -1.980 -0.329 0.00
C 4.094 -3.477 -0.128 0.00
C 4.445 -4.259 -1.391 0.00
C 5.787 -3.880 -2.005 0.00
C 3.207 -1.124 -2.626 0.00
C 4.393 -0.654 -3.175 0.00
C 4.334 -0.155 -4.464 0.00
C 3.136 -0.134 -5.190 0.00
C 1.955 -0.600 -4.643 0.00
C 2.014 -1.083 -3.343 0.00
H -0.641 -6.406 -3.233 0.00
H -0.245 -5.522 -4.703 0.00
H -1.875 -5.444 -4.041 0.00
H 0.624 -4.342 -2.648 0.00
H -0.999 -4.243 -2.012 0.00
H -1.697 -2.907 -4.027 0.00
H -0.042 -2.951 -4.609 0.00
H -0.961 -1.709 -1.961 0.00
H -0.634 -0.818 -3.454 0.00
H 3.535 -1.518 0.595 0.00
H 4.808 -1.494 -0.629 0.00
H 3.198 -3.897 0.331 0.00
H 4.900 -3.581 0.604 0.00
H 3.647 -4.137 -2.130 0.00
H 4.455 -5.321 -1.137 0.00
H 5.778 -2.876 -2.428 0.00
H 6.057 -4.561 -2.811 0.00
H 6.583 -3.921 -1.258 0.00
H 5.325 -0.671 -2.629 0.00
H 5.238 0.216 -4.927 0.00
H 3.137 0.249 -6.201 0.00
H 1.030 -0.589 -5.204 0.00
```

Record 4
Molecular formula: C53H54BINO11P
Method: DFT, ωB97M-V with the def2-TZVPD basis set

Values from the calculation:
ΔE to the lowest compared entry with this formula, charge and spin: 0.000 eV
LUMO energy: -1.14 eV
Maximum force: 4.2 eV/Å
DFT total energy: -3598.2896 a.u.
Total charge: 0
Spin multiplicity: 1
SMILES string: C#CCCC[C@]1(CCCOC)[C@@](B(O)OCC)(P(O)O)NC(=O)[C@]1(COc1ccccc1)[C@H](I)CC.O=C1c2ccccc2C(=O)c2ccccc21.O=C1c2ccccc2C(=O)c2ccccc21

Structure (XYZ):
```
122
Properties=species:S:1:pos:R:3:mulliken_charge:R:1
C 8.745 3.459 1.685 0.01
C 7.703 3.067 2.147 -1.05
C 6.572 2.591 3.018 -0.35
C 6.052 1.184 2.554 -0.84
C 4.742 0.895 3.347 -2.43
C 3.681 0.031 2.587 4.10
C 4.433 -1.119 1.846 -2.43
C 5.368 -2.033 2.698 -0.79
C 6.573 -2.437 1.789 -0.92
O 7.195 -3.632 2.245 -0.41
C 8.463 -3.740 1.587 -0.75
C 2.927 0.829 1.413 -0.29
B 3.187 2.426 1.224 1.16
O 4.392 2.905 0.681 -0.59
O 2.229 3.393 1.553 -0.68
C 2.072 4.393 0.522 -0.41
C 1.787 3.799 -0.877 -0.99
P 2.853 0.243 -0.352 -0.02
O 2.120 -1.271 -0.480 -0.54
O 4.334 0.338 -1.134 -0.55
N 1.470 0.827 1.772 -0.13
C 1.530 0.812 3.213 -1.23
O 1.003 1.651 3.867 -0.54
C 2.473 -0.388 3.555 2.58
C 1.814 -1.693 3.043 -1.57
O 0.508 -1.965 3.546 -0.32
C -0.519 -1.615 2.692 0.09
C -1.380 -0.577 3.135 0.39
C -2.499 -0.134 2.404 -1.05
C -2.799 -0.728 1.152 -0.56
C -1.931 -1.786 0.699 -0.63
C -0.805 -2.230 1.449 -0.22
C 2.669 -0.316 5.092 -1.44
I 4.027 -1.863 5.881 0.03
C 1.345 -0.423 5.934 0.05
C 0.965 -1.807 6.529 -1.70
H 9.548 4.083 1.333 0.46
H 5.718 3.274 2.895 0.27
H 6.855 2.553 4.077 0.48
H 6.816 0.466 2.893 0.48
H 5.945 1.151 1.465 0.35
H 4.285 1.812 3.773 0.71
H 5.067 0.327 4.239 0.45
H 3.745 -1.816 1.334 0.64
H 5.071 -0.733 1.031 0.75
H 4.853 -2.984 2.914 0.35
H 5.803 -1.567 3.583 0.39
H 6.313 -2.444 0.714 0.40
H 7.322 -1.623 1.915 0.41
H 8.664 -4.771 1.268 0.29
H 8.497 -3.117 0.674 0.32
H 9.250 -3.342 2.251 0.27
H 4.631 3.710 1.153 0.21
H 2.922 5.094 0.504 0.31
H 1.186 4.988 0.795 0.39
H 1.191 2.880 -0.843 0.12
H 1.225 4.546 -1.469 0.48
H 2.716 3.627 -1.446 0.25
H 2.316 -1.615 -1.361 0.36
H 4.585 -0.475 -1.593 0.30
H 0.889 0.143 1.301 0.30
H 2.479 -2.530 3.327 0.01
H 1.778 -1.695 1.945 0.37
H -1.182 -0.124 4.110 0.43
H -3.105 0.652 2.859 0.43
H -3.691 -0.369 0.626 0.69
H -2.183 -2.269 -0.249 0.42
H -0.186 -3.056 1.094 0.48
H 3.151 0.613 5.422 0.74
H 1.444 0.262 6.795 0.64
H 0.459 -0.077 5.390 -0.13
H 1.073 -2.647 5.833 0.38
H 1.425 -2.009 7.507 0.44
H -0.123 -1.757 6.746 0.44
O -5.933 0.398 -0.687 -0.53
C -7.091 0.709 -0.889 0.39
C -7.557 2.097 -0.639 0.31
C -6.652 3.052 -0.189 -0.57
C -7.066 4.359 0.011 -0.52
C -8.387 4.718 -0.239 -0.49
C -9.297 3.767 -0.671 -0.60
C -8.888 2.453 -0.867 0.30
C -9.879 1.438 -1.314 0.39
O -11.047 1.735 -1.460 -0.68
C -9.407 0.054 -1.584 0.30
C -10.311 -0.899 -2.036 -0.59
C -9.876 -2.184 -2.322 -0.48
C -8.536 -2.521 -2.157 -0.60
C -7.634 -1.578 -1.693 -0.54
C -8.066 -0.289 -1.399 0.32
H -5.623 2.775 0.000 0.51
H -6.359 5.101 0.357 0.41
H -8.706 5.742 -0.094 0.39
H -10.325 4.047 -0.860 0.48
H -11.352 -0.637 -2.170 0.48
H -10.581 -2.924 -2.679 0.39
H -8.197 -3.523 -2.390 0.42
H -6.594 -1.844 -1.562 0.51
O -3.530 -2.306 -6.014 -0.66
C -2.436 -1.785 -5.926 0.60
C -2.120 -0.863 -4.804 0.31
C -3.083 -0.615 -3.831 -1.23
C -2.787 0.210 -2.756 -0.25
C -1.531 0.794 -2.652 -0.71
C -0.575 0.562 -3.626 -0.58
C -0.863 -0.262 -4.708 0.27
C 0.169 -0.490 -5.752 0.52
O 1.245 0.073 -5.696 -0.68
C -0.139 -1.428 -6.864 0.17
C 0.828 -1.682 -7.831 -0.52
C 0.564 -2.578 -8.854 -0.47
C -0.665 -3.226 -8.915 -0.48
C -1.636 -2.967 -7.961 -0.54
C -1.380 -2.064 -6.936 0.17
H -4.061 -1.071 -3.910 0.61
H -3.539 0.398 -1.998 0.66
H -1.298 1.432 -1.808 0.47
H 0.402 1.020 -3.538 0.58
H 1.786 -1.182 -7.782 0.47
H 1.319 -2.777 -9.604 0.40
H -0.866 -3.933 -9.710 0.40
H -2.593 -3.470 -8.013 0.47
```

> What is the spin multiplicity in the second record?

4